<a>
C5H7N2 | ωB97M-V with the def2-TZVPD basis set

Structure (XYZ):
```
14
C5H7N2, DFT ωB97M-V with the def2-TZVPD basis set
C -0.55 2.22 0.09
C -0.53 1.33 1.19
C -0.14 0.11 0.54
C 0.25 -1.03 1.39
C 0.27 -0.55 -1.73
N -0.58 2.15 -1.11
N -0.38 0.03 -0.74
H -0.87 1.66 2.19
H -0.45 -1.18 2.18
H 1.16 -0.92 1.83
H 0.37 -1.91 0.83
H -0.32 -1.05 -2.66
H 0.65 0.23 -2.43
H 1.12 -1.10 -1.57
```

Properties
net charge = +1
frontier orbital gap (alpha / beta) = 7.63 / 7.70 eV
E_LUMO (alpha / beta) = -7.74 / -7.46 eV

The molecule's Löwdin atomic charges, reported in e, are given here: -0.07, 0.12, -0.24, 0.04, -0.08, 0.27, 0.10, 0.15, 0.12, 0.09, 0.08, 0.19, 0.15, 0.08

<b>
C5H7N2 | ωB97M-V with the def2-TZVPD basis set

Structure (XYZ):
```
14
C5H7N2, DFT ωB97M-V with the def2-TZVPD basis set
C 0.57 -0.06 0.91
C 0.51 0.92 0.05
C -0.59 -1.22 -0.52
C 0.48 -1.52 0.54
C -0.30 0.81 -1.29
N -0.86 -0.51 -1.57
N -1.88 -0.89 -0.50
H 0.67 -0.04 1.93
H 0.70 1.98 0.35
H 1.47 -1.82 0.09
H 0.09 -2.11 1.33
H -1.18 1.51 -1.13
H 0.39 1.11 -2.09
H -2.57 -1.45 -0.88
```

Properties
net charge = +1
SMILES = C1=CCN2[NH+]=C2C1
frontier orbital gap = 9.55 eV
E_LUMO = -5.36 eV

The molecule's Löwdin atomic charges, reported in e, are given here: -0.08, -0.02, -0.17, 0.01, -0.09, 0.11, 0.27, 0.11, 0.15, 0.17, 0.12, 0.17, 0.14, 0.12

Which of them is the most stable? Correct choice: <b>.

<a>
C4H10O2S | ωB97M-V with the def2-TZVPD basis set

Structure (XYZ):
```
17
C4H10O2S, DFT ωB97M-V with the def2-TZVPD basis set
C -0.15 -1.66 -0.30
C -0.39 -0.75 0.88
S -1.40 0.67 0.38
C -1.85 1.25 2.02
H 0.36 -2.57 0.02
H 0.50 -1.18 -1.03
H -1.08 -1.94 -0.78
H 0.53 -0.36 1.32
H -0.94 -1.24 1.68
H -2.38 0.47 2.56
H -0.96 1.53 2.58
H -2.50 2.11 1.94
O 2.17 1.18 -0.76
C 1.97 0.98 -1.91
O 2.57 -0.03 -2.58
H 1.27 1.58 -2.52
H 2.28 -0.03 -3.50
```

Properties
SMILES = CCSC.O=CO
frontier orbital gap = 8.84 eV
E_LUMO = 0.57 eV

The molecule's Löwdin atomic charges, reported in e, are given here: -0.17, -0.57, 0.77, -0.43, 0.08, 0.04, 0.07, 0.07, 0.07, 0.03, 0.03, 0.03, 0.08, -0.41, 0.07, 0.14, 0.11

<b>
C4H10O2S | ωB97M-V with the def2-TZVPD basis set

Structure (XYZ):
```
17
C4H10O2S, DFT ωB97M-V with the def2-TZVPD basis set
O 2.65 -0.85 0.53
C 2.65 0.34 0.21
C 1.53 1.08 -0.45
C 0.32 0.18 -0.86
C -1.02 1.00 -0.52
S -2.61 -0.04 -0.65
H 3.55 0.97 0.49
H 1.24 1.94 0.28
H 2.01 1.67 -1.31
H 0.31 -0.77 -0.26
H 0.40 0.01 -1.99
H -1.21 1.45 0.41
H -1.15 1.77 -1.32
H -2.15 -0.49 0.36
H -0.28 -2.20 2.43
H -0.65 -0.81 2.48
O -0.29 -1.47 1.80
```

Properties
SMILES = O=CCCCS.O
frontier orbital gap = 9.40 eV
E_LUMO = 0.50 eV

The molecule's Löwdin atomic charges, reported in e, are given here: 0.03, -0.28, -0.19, -0.22, -0.49, 0.71, 0.12, 0.15, 0.13, 0.08, 0.13, 0.03, 0.07, -0.30, 0.05, 0.09, -0.09

Which of them is the most stable? Correct choice: <a>.

<a>
C2H4OS | ωB97M-V with the def2-TZVPD basis set

Structure (XYZ):
```
8
C2H4OS, DFT ωB97M-V with the def2-TZVPD basis set
C -0.54 -0.37 -1.33
C -0.31 -0.15 -0.03
O 0.75 -0.66 0.55
S 1.71 0.48 1.92
H -1.48 -0.13 -1.77
H 0.19 -0.90 -1.92
H -1.04 0.37 0.60
H 0.70 1.36 1.98
```

Properties
SMILES = C=COS
frontier orbital gap = 7.68 eV
E_LUMO = -1.31 eV

The molecule's Löwdin atomic charges, reported in e, are given here: 0.03, -0.41, -0.37, 0.73, 0.05, 0.06, 0.10, -0.18

<b>
C2H4OS | ωB97M-V with the def2-TZVPD basis set

Structure (XYZ):
```
8
C2H4OS, DFT ωB97M-V with the def2-TZVPD basis set
C -2.04 -0.36 0.06
C 0.34 0.59 0.00
O -1.11 0.61 0.01
S -3.63 0.03 -0.02
H -1.57 -1.32 0.09
H 0.79 0.69 -0.97
H 0.66 -0.41 0.21
H 0.74 1.51 0.52
```

Properties
SMILES = COC=S
frontier orbital gap (alpha / beta) = 9.29 / 9.29 eV
E_LUMO (alpha / beta) = 0.40 / 0.40 eV

The molecule's Löwdin atomic charges, reported in e, are given here: -0.72, -0.05, -0.22, 0.66, 0.06, 0.07, 0.08, 0.12

Which of them is the most stable? Correct choice: <b>.

<a>
C2H4OS | ωB97M-V with the def2-TZVPD basis set

Structure (XYZ):
```
8
C2H4OS, DFT ωB97M-V with the def2-TZVPD basis set
C 0.57 0.47 0.13
C 0.39 -0.95 -0.09
H -0.42 1.01 -0.55
H 0.07 0.96 1.15
H 1.63 0.92 -0.34
H -1.73 0.43 -0.44
O 1.13 -1.85 0.08
S -1.65 -0.99 0.07
```

Properties
SMILES = CC(=O)S
frontier orbital gap = 9.64 eV
E_LUMO = 0.04 eV

The molecule's Löwdin atomic charges, reported in e, are given here: -0.21, -0.70, 0.07, 0.15, 0.14, -0.09, 0.09, 0.56

<b>
C2H4OS | ωB97M-V with the def2-TZVPD basis set

Structure (XYZ):
```
8
C2H4OS, DFT ωB97M-V with the def2-TZVPD basis set
C -1.16 -0.02 -0.06
C 1.46 -0.04 0.08
H -0.62 0.81 -0.81
H -2.19 -0.27 -0.51
H -1.38 0.19 0.97
H 1.11 0.97 0.41
O 2.61 -0.45 -0.10
S 0.17 -1.19 0.01
```

Properties
SMILES = CSC=O
frontier orbital gap = 10.10 eV
E_LUMO = 0.53 eV

The molecule's Löwdin atomic charges, reported in e, are given here: -0.45, -0.62, 0.10, 0.07, 0.01, 0.09, -0.07, 0.87

<c>
C2H4OS | ωB97M-V with the def2-TZVPD basis set

Structure (XYZ):
```
8
C2H4OS, DFT ωB97M-V with the def2-TZVPD basis set
C -0.10 0.01 0.23
C 1.41 -0.39 -0.22
O 2.21 0.33 0.31
S -2.40 -0.03 0.21
H -0.01 -0.12 1.28
H -0.14 1.17 -0.10
H 1.64 -1.37 -0.65
H -2.60 0.40 -1.06
```

Properties
frontier orbital gap = 8.80 eV
E_LUMO = -0.55 eV

The molecule's Löwdin atomic charges, reported in e, are given here: -0.22, -0.26, 0.06, 0.46, 0.01, 0.08, 0.11, -0.24

Which of them is the most stable? Correct choice: <b>.

<a>
C4H8N2O2 | ωB97M-V with the def2-TZVPD basis set

Structure (XYZ):
```
16
C4H8N2O2, DFT ωB97M-V with the def2-TZVPD basis set
C 1.49 -0.37 -1.58
C 1.12 -0.75 -0.23
N 1.31 -1.22 0.83
H 1.48 0.72 -1.66
H 0.77 -0.78 -2.29
H 2.49 -0.75 -1.81
C -1.33 -0.23 0.81
N 0.01 1.80 0.40
C -0.83 0.74 -0.02
O -2.26 -1.09 0.31
O -0.78 -0.54 1.95
H 0.29 -0.97 1.66
H -2.35 -1.81 0.95
H -0.45 2.70 0.31
H 0.30 1.68 1.37
H -1.27 0.85 -1.00
```

Properties
frontier orbital gap = 8.44 eV
E_LUMO = 0.77 eV

The molecule's Löwdin atomic charges, reported in e, are given here: -0.05, -0.21, 0.17, 0.08, 0.09, 0.09, -0.52, 0.03, -0.19, 0.06, -0.02, 0.08, 0.11, 0.08, 0.08, 0.12

<b>
C4H8N2O2 | ωB97M-V with the def2-TZVPD basis set

Structure (XYZ):
```
16
C4H8N2O2, DFT ωB97M-V with the def2-TZVPD basis set
N -0.85 -2.64 -0.57
C -0.69 -1.23 -0.31
C 0.63 -0.93 0.39
N 0.84 0.38 0.78
C -0.06 1.49 0.72
C -0.29 2.09 -0.64
O -0.76 3.17 -0.84
O 1.46 -1.78 0.60
H 0.02 -3.04 -0.88
H -1.58 -2.78 -1.25
H -1.47 -0.80 0.32
H -0.68 -0.60 -1.22
H 1.60 0.45 1.44
H 0.31 2.29 1.36
H -1.05 1.30 1.16
H -0.03 1.46 -1.50
```

Properties
SMILES = NCC(=O)NCC=O
frontier orbital gap = 10.23 eV
E_LUMO = 0.65 eV

The molecule's Löwdin atomic charges, reported in e, are given here: 0.02, -0.21, -0.48, 0.05, -0.17, -0.25, 0.07, 0.08, 0.07, 0.07, 0.12, 0.11, 0.14, 0.14, 0.13, 0.11

<c>
C4H8N2O2 | ωB97M-V with the def2-TZVPD basis set

Structure (XYZ):
```
16
C4H8N2O2, DFT ωB97M-V with the def2-TZVPD basis set
C 0.02 -0.16 -1.41
C 0.12 -0.06 0.97
C 0.24 1.45 1.09
C -1.31 0.12 1.37
H 1.73 -1.57 -3.36
H -0.71 0.68 -1.47
H 0.58 -1.70 -0.15
H 0.79 -0.54 1.71
H 0.58 1.98 0.22
H 0.79 1.74 1.95
H -1.56 -0.29 2.36
H -2.12 -0.34 0.78
N 0.44 -0.48 -2.64
N 0.31 -0.78 -0.28
O 1.32 -1.61 -2.48
O -1.22 1.57 1.33
```

Properties
SMILES = O/N=C\NC1COC1
frontier orbital gap = 9.29 eV
E_LUMO = 0.84 eV

The molecule's Löwdin atomic charges, reported in e, are given here: -0.24, -0.27, -0.09, -0.17, 0.08, 0.14, 0.11, 0.16, 0.12, 0.11, 0.12, 0.12, -0.02, 0.06, -0.13, -0.10

<d>
C4H8N2O2 | ωB97M-V with the def2-TZVPD basis set

Structure (XYZ):
```
16
C4H8N2O2, DFT ωB97M-V with the def2-TZVPD basis set
C -1.51 -0.71 -1.10
C 1.70 0.91 -0.75
N 0.54 0.43 1.53
C -0.63 0.03 1.04
C 1.50 -0.13 0.31
O -1.70 -0.08 1.86
N -0.47 -0.52 -0.12
O 2.35 -0.91 0.65
H -2.41 -0.54 1.41
H 0.73 0.29 2.51
H -1.48 0.07 -1.86
H -1.37 -1.68 -1.58
H -2.54 -0.70 -0.72
H 0.80 1.21 -1.27
H 2.33 0.51 -1.56
H 2.15 1.81 -0.35
```

Properties
SMILES = C/N=C(\O)NC(C)=O
frontier orbital gap = 9.60 eV
E_LUMO = 0.50 eV

The molecule's Löwdin atomic charges, reported in e, are given here: -0.10, -0.02, 0.15, -0.51, -0.43, 0.12, -0.01, 0.08, 0.11, 0.13, 0.08, 0.08, 0.07, 0.07, 0.09, 0.09

Which of them is the most stable? Correct choice: <b>.

<a>
C3H11N2 | ωB97M-V with the def2-TZVPD basis set

Structure (XYZ):
```
16
C3H11N2, DFT ωB97M-V with the def2-TZVPD basis set
C -0.10 0.77 -2.03
N 0.90 -0.06 -1.29
H 0.28 1.00 -3.02
H -0.28 1.66 -1.43
H -1.02 0.20 -2.08
H 1.78 0.46 -1.29
H 0.67 -0.20 -0.27
H 1.10 -0.94 -1.76
C -1.58 -0.34 1.49
C -0.38 -0.84 1.67
N 0.81 -0.05 1.54
H -1.77 0.71 1.32
H -2.43 -1.01 1.58
H -0.14 -1.89 1.74
H 0.60 0.92 1.72
H 1.55 -0.40 2.14
```

Properties
net charge = +1
frontier orbital gap = 9.69 eV
E_LUMO = -3.35 eV

The molecule's Löwdin atomic charges, reported in e, are given here: -0.01, 0.12, 0.10, 0.10, 0.10, 0.16, 0.08, 0.17, 0.00, -0.27, 0.00, 0.06, 0.07, 0.11, 0.10, 0.10

<b>
C3H11N2 | ωB97M-V with the def2-TZVPD basis set

Structure (XYZ):
```
16
C3H11N2, DFT ωB97M-V with the def2-TZVPD basis set
C 0.75 -2.85 -1.64
N 1.15 -2.01 -0.67
H 0.38 -2.36 -2.58
H 0.70 -3.91 -1.56
H 1.82 -2.51 -0.01
H 0.76 -0.59 0.35
C -1.21 2.25 0.83
C 0.15 1.65 0.41
N -0.09 0.14 0.48
H -1.80 1.44 1.33
H -1.01 3.07 1.50
H -1.83 2.41 -0.11
H 0.41 1.79 -0.68
H 0.98 1.77 1.14
H -0.44 -0.06 1.43
H -0.71 -0.24 -0.23
```

Properties
net charge = +1
frontier orbital gap = 11.28 eV
E_LUMO = -3.41 eV

The molecule's Löwdin atomic charges, reported in e, are given here: -0.01, -0.05, 0.09, 0.07, 0.09, 0.14, -0.07, -0.17, 0.07, 0.08, 0.08, 0.11, 0.14, 0.13, 0.15, 0.14

Which of them is the most stable? Correct choice: <a>.